Run one
Computed, not measured: a gas-phase ion, C9H11N4 (charge +1), with wB97M-V/def2-TZVPD.

The geometry in XYZ format:
```
24
C9H11N4, DFT wB97M-V/def2-TZVPD
C 3.045 0.873 0.354
C -0.591 1.102 -0.326
C 1.687 0.616 0.283
C 0.692 1.551 0.033
C 1.230 -1.111 0.028
C -0.270 -2.899 0.100
C -1.057 -0.198 0.166
C 0.905 3.050 0.135
C -2.558 -0.326 -0.192
N 4.098 1.289 0.390
N 1.851 -2.149 0.316
N 1.097 -3.180 0.285
N -0.227 -1.347 -0.378
H -1.284 1.758 -0.632
H -0.516 -3.523 -0.818
H -0.947 -3.001 0.888
H -0.950 -0.418 1.241
H 1.385 3.494 -0.727
H 1.531 3.306 1.027
H -0.124 3.424 0.276
H -2.958 0.745 0.052
H -3.109 -1.144 0.182
H -2.818 -0.456 -1.295
H -0.109 -1.457 -1.388
```

## Properties
multiplicity	1
structure (SMILES)	CC1=C[C@@H](C)[N@@H+]2CN=NC2=C1C#N
E_HOMO (spin up / spin down)	-13.950 / -13.154	eV
total charge	+1

---

Run two
Computed, not measured: a gas-phase ion, C9H11N4 (charge +1), with wB97M-V/def2-TZVPD.

The geometry in XYZ format:
```
24
C9H11N4, DFT wB97M-V/def2-TZVPD
C 3.223 1.125 -0.367
C 2.174 1.974 -0.125
C 3.156 -0.225 -0.228
C 1.503 -2.088 0.240
C -0.531 -0.349 0.244
C 0.816 0.197 0.098
C -2.801 0.138 1.227
C -2.350 0.016 -1.299
C -1.827 0.405 0.089
N 0.996 1.484 0.152
N 0.322 -2.464 0.508
N -0.739 -1.673 0.519
N 1.908 -0.780 -0.059
H 4.163 1.431 -0.637
H 2.104 3.070 0.037
H 3.955 -0.901 -0.442
H 2.236 -2.794 0.170
H -3.152 -0.884 1.153
H -3.621 0.971 1.342
H -2.440 0.017 2.285
H -2.661 -0.961 -1.474
H -1.667 0.258 -2.038
H -3.264 0.605 -1.406
H -1.505 1.431 0.010
```

## Properties
multiplicity	1
structure (SMILES)	CC(C)c1nnc[n+]2cccnc12
E_HOMO	-14.060	eV
total charge	+1

---

Run three
Computed, not measured: 2 unconnected molecules or ions with the total composition C9H11N4, with wB97M-V/def2-TZVPD.

The geometry in XYZ format:
```
24
C9H11N4, DFT wB97M-V/def2-TZVPD
C -2.687 -0.619 -1.928
C -3.368 0.287 -1.071
C -1.323 -0.672 -1.801
C -2.667 0.920 -0.069
C -0.558 0.061 -0.796
C 1.583 -2.064 0.117
C 1.685 -0.860 -0.698
C 2.028 2.478 1.294
C 0.598 -2.239 1.039
N -1.331 0.787 0.123
N 0.760 0.022 -0.825
N 1.246 1.722 0.967
N 3.009 3.326 1.419
H -3.328 -1.086 -2.666
H -4.411 0.214 -1.016
H -0.707 -1.082 -2.596
H -3.232 1.503 0.731
H 2.371 -2.762 -0.026
H 2.610 -0.631 -1.315
H -0.167 -1.523 1.077
H 0.381 -3.171 1.481
H -0.654 1.414 0.635
H 3.104 4.025 0.673
H 3.408 3.592 2.344
```

## Properties
multiplicity	1
E_HOMO	-12.323	eV
total charge	+1

---

Energies relative to the most stable structure, in kJ/mol: run one 493.0; run two 108.7; run three 0.0.